{
  "formula": "C15H12ClNO2Tc",
  "method": "the ωB97M-V functional and the def2-TZVPD basis",
  "elements": ["Cl", "C", "C", "C", "H", "C", "C", "H", "H", "H", "C", "Tc", "C", "O", "C", "O", "H", "H", "H", "N", "C", "C", "C", "C", "C", "C", "C", "H", "H", "H", "H", "H"],
  "xyz": [[1.0707, -1.7288, -2.0026], [-0.7403, 1.8686, -0.5484], [-1.4965, 1.1407, 0.4481], [-2.0798, 0.0018, -0.1775], [-1.6343, 1.4088, 1.4939], [-1.6580, -0.0289, -1.5548], [-0.8662, 1.1601, -1.8011], [-0.5121, 1.4942, -2.7738], [-0.2429, 2.8233, -0.4038], [-2.7586, -0.7357, 0.2562], [-2.0535, -1.0524, -2.5568], [0.2424, -0.0656, -0.4351], [-0.0361, -1.6951, 0.6040], [-0.2374, -2.6388, 1.2450], [2.1122, 0.4316, -0.7876], [3.2296, 0.7113, -0.8878], [-2.3753, -1.9670, -2.0596], [-1.2044, -1.3373, -3.1769], [-2.8586, -0.6976, -3.2047], [0.8639, 0.6030, 1.4083], [1.5528, 0.8729, 2.3082], [2.3809, 1.1369, 3.4174], [3.5844, 1.8589, 3.2563], [4.4234, 2.0365, 4.3553], [4.0540, 1.5174, 5.6033], [2.8327, 0.8549, 5.7756], [1.9850, 0.6740, 4.6857], [3.8279, 2.2702, 2.2718], [5.3596, 2.5856, 4.2282], [4.7203, 1.6455, 6.4559], [2.5256, 0.4811, 6.7526], [1.0104, 0.1895, 4.7861]],
  "e_above_lowest_ev": 0.000,
  "lumo_energy_ev": [-8.467, -10.836],
  "s2": 3.78,
  "spin_multiplicity": 4,
  "total_charge": 2,
  "homo_lumo_gap_ev": [6.27, 4.97],
  "total_energy_ev": -36036.22477
}

{
  "formula": "C5H7ClIN2",
  "method": "the ωB97M-V functional and the def2-TZVPD basis",
  "elements": ["N", "C", "N", "C", "C", "C", "Cl", "C", "I", "H", "H", "H", "H", "H", "H", "H"],
  "xyz": [[-1.7391, -0.4999, 0.9803], [-1.5368, -0.6463, -0.6613], [-0.5717, -0.8323, -1.3117], [0.7246, -1.1961, -0.8928], [1.5364, -0.4940, -0.1045], [1.1734, 0.8383, 0.3798], [1.0003, 0.8586, 2.2224], [1.1658, 1.9678, -0.3493], [1.6243, 1.9092, -2.3897], [-1.8550, -1.4104, 1.3548], [-2.6188, 0.0396, 1.1351], [-0.9886, -0.0607, 1.5656], [-2.5033, -0.3726, -0.9245], [0.9585, -2.1597, -1.3826], [2.6071, -0.8418, 0.2001], [1.0227, 2.9002, 0.1782]],
  "e_above_lowest_ev": 1.424,
  "lumo_energy_ev": -3.866,
  "spin_multiplicity": 1,
  "total_charge": 1,
  "homo_lumo_gap_ev": 8.73,
  "total_energy_ev": -28892.27442
}

{
  "formula": "C28H77N7O7",
  "method": "the ωB97M-V functional and the def2-TZVPD basis",
  "elements": ["C", "O", "C", "C", "C", "N", "H", "H", "H", "H", "H", "H", "H", "H", "H", "H", "H", "C", "O", "C", "C", "C", "N", "H", "H", "H", "H", "H", "H", "H", "H", "H", "H", "H", "C", "O", "C", "C", "C", "N", "H", "H", "H", "H", "H", "H", "H", "H", "H", "H", "H", "C", "O", "C", "C", "C", "N", "H", "H", "H", "H", "H", "H", "H", "H", "H", "H", "H", "C", "O", "C", "C", "C", "N", "H", "H", "H", "H", "H", "H", "H", "H", "H", "H", "H", "C", "O", "C", "C", "C", "N", "H", "H", "H", "H", "H", "H", "H", "H", "H", "H", "H", "C", "O", "C", "C", "C", "N", "H", "H", "H", "H", "H", "H", "H", "H", "H", "H", "H"],
  "xyz": [[2.2294, -5.1287, 1.4839], [1.8834, -3.8472, 2.0147], [1.4908, -3.8777, 3.3709], [1.3004, -2.4317, 3.8332], [2.6268, -1.6781, 3.7449], [0.8362, -2.5025, 5.2365], [1.3708, -5.7875, 1.3309], [3.0351, -5.5520, 2.0826], [2.5683, -4.8752, 0.4758], [0.5991, -4.5003, 3.5180], [2.2834, -4.3149, 3.9933], [0.5761, -1.8953, 3.2092], [3.3376, -2.1849, 4.4046], [2.4851, -0.6646, 4.1186], [3.0145, -1.7392, 2.7315], [-0.1590, -2.7343, 5.1964], [0.7719, -1.5493, 5.6000], [3.4784, 1.8626, -2.5355], [4.5186, 1.4185, -3.3850], [5.6155, 2.3152, -3.4015], [5.4082, 3.4117, -4.4499], [5.3756, 2.9494, -5.9076], [6.3862, 4.4957, -4.3413], [2.6086, 1.2577, -2.7823], [3.2459, 2.9220, -2.6698], [3.7176, 1.6889, -1.4812], [5.7359, 2.7960, -2.4244], [6.5466, 1.7796, -3.6024], [4.3917, 3.7883, -4.2950], [5.3657, 3.7960, -6.5902], [4.6162, 2.1945, -6.0988], [6.3429, 2.4861, -6.1598], [7.3278, 4.1173, -4.3268], [6.2525, 5.0047, -3.4740], [-2.6446, -3.2523, 1.8588], [-2.1575, -1.9620, 1.5628], [-3.1686, -0.9973, 1.3302], [-4.1313, -1.3456, 0.2103], [-3.3799, -1.7190, -1.0741], [-5.0048, -0.2048, -0.0087], [-1.8089, -3.8851, 2.1545], [-3.1224, -3.7936, 1.0331], [-3.3904, -3.1498, 2.6561], [-3.7017, -0.8154, 2.2729], [-2.6355, -0.0601, 1.1448], [-4.7041, -2.2185, 0.5308], [-2.7534, -0.9333, -1.5037], [-4.0756, -2.0421, -1.8530], [-2.6951, -2.5679, -0.9608], [-4.4103, 0.5667, -0.3267], [-5.6042, -0.2947, -0.8257], [1.2244, -4.9446, -3.0874], [0.5883, -4.3006, -4.1609], [-0.0732, -3.1056, -3.8158], [-0.8345, -2.5887, -5.0170], [-1.3517, -1.1786, -4.8313], [-1.9196, -3.5064, -5.3746], [1.8163, -5.7857, -3.4479], [0.4639, -5.4177, -2.4538], [1.8535, -4.2408, -2.5408], [-0.6689, -3.2788, -2.9059], [0.6637, -2.3719, -3.4561], [-0.0524, -2.5813, -5.7916], [-1.7034, -0.8099, -5.7977], [-0.5699, -0.4973, -4.4950], [-2.2046, -1.1940, -4.1507], [-1.5497, -4.4518, -5.3331], [-2.1881, -3.3498, -6.3399], [0.5710, 1.7806, 0.4065], [0.5322, 1.1555, -0.8539], [0.1349, -0.1786, -0.8283], [1.0162, -1.2235, -0.1249], [2.4484, -1.2149, -0.6316], [0.3807, -2.5201, -0.2396], [0.9099, 2.8040, 0.2665], [1.2466, 1.2734, 1.1066], [-0.3946, 1.7456, 0.9287], [-0.8760, -0.3381, -0.4146], [0.0146, -0.4608, -1.8831], [1.0698, -0.9295, 0.9375], [3.1446, -1.8291, -0.0557], [2.8365, -0.1953, -0.5976], [2.5307, -1.5535, -1.6684], [-0.6112, -2.5072, -0.0405], [0.8389, -3.1109, 0.4450], [-2.3341, 2.5316, -1.2633], [-3.4757, 3.1493, -0.7189], [-3.3519, 3.3882, 0.6825], [-4.7282, 3.5844, 1.3118], [-4.7416, 3.2233, 2.7972], [-5.7824, 2.7978, 0.6694], [-2.0722, 1.6251, -0.7041], [-1.4676, 3.2012, -1.2818], [-2.5669, 2.2628, -2.2938], [-2.8503, 2.5053, 1.1111], [-2.6641, 4.2295, 0.8141], [-5.0157, 4.6361, 1.2287], [-4.5907, 2.1395, 2.8657], [-5.6847, 3.5162, 3.2481], [-3.9188, 3.6360, 3.3869], [-5.7253, 2.9396, -0.3353], [-5.5383, 1.8116, 0.7725], [-1.3401, 0.4160, 4.1449], [-0.3827, 1.2859, 3.6186], [-0.7181, 2.6346, 3.7412], [0.4588, 3.5399, 3.3922], [1.6685, 3.1520, 4.2623], [0.0178, 4.9073, 3.6024], [-1.4743, 0.6143, 5.2159], [-1.0230, -0.6228, 4.0620], [-2.3231, 0.4760, 3.6690], [-1.5360, 2.9147, 3.0586], [-1.1214, 2.9115, 4.7256], [0.7377, 3.4008, 2.3502], [2.4723, 3.8894, 4.1889], [2.1140, 2.2075, 3.9390], [1.4123, 3.0291, 5.3164], [0.8265, 5.5169, 3.5284], [-0.3635, 5.1093, 4.5193]],
  "e_above_lowest_ev": 0.623,
  "lumo_energy_ev": 0.528,
  "spin_multiplicity": 1,
  "homo_lumo_gap_ev": 9.35,
  "total_energy_ev": -55044.51222
}